# 1
{"formula": "C12H12N2O", "method": "ωB97M-V with the def2-TZVPD basis set", "e_homo_ev": [-8.33, -8.33], "relative_energy_kj_mol": 268.63, "max_force_ha_per_bohr": 0.0565, "total_charge": 0, "symbols": ["C", "C", "H", "C", "C", "H", "O", "H", "H", "H", "H", "C", "C", "H", "H", "N", "H", "H", "C", "N", "H", "C", "C", "C", "C", "H", "C"], "coordinates": [[-0.503, -0.236, 1.760], [1.454, -0.206, 3.642], [-0.403, -1.971, -4.537], [0.286, -0.379, 0.449], [-1.372, -1.530, -2.675], [-2.060, -1.037, -0.707], [-1.648, 1.826, 2.522], [0.797, 0.356, 4.304], [-1.275, -0.923, 2.093], [1.556, -1.210, 4.056], [-1.137, 3.593, 0.389], [0.883, -0.270, 2.292], [0.067, -0.806, -0.890], [-2.357, -1.774, -3.044], [-1.215, 2.624, -1.105], [1.500, -0.294, 1.122], [1.840, -1.379, -3.720], [0.355, 3.224, -0.522], [-0.274, -1.636, -3.519], [-0.437, 1.672, 0.563], [2.444, 0.237, 3.603], [-0.618, 2.839, -0.212], [-0.982, 1.260, 1.680], [1.171, -0.904, -1.750], [-1.211, -1.118, -1.369], [2.145, -0.644, -1.368], [0.993, -1.313, -3.055]]}


# 2
{"formula": "C7H9NO2S", "method": "ωB97M-V with the def2-TZVPD basis set", "e_homo_ev": -8.46, "relative_energy_kj_mol": 395.95, "max_force_ha_per_bohr": 0.0771, "total_charge": 0, "symbols": ["H", "H", "O", "N", "C", "C", "C", "C", "C", "C", "H", "C", "H", "H", "H", "H", "H", "H", "S", "O"], "coordinates": [[-1.421, -1.820, 2.006], [1.208, -1.415, -1.142], [-0.202, -0.066, -2.678], [-2.329, 2.209, 0.615], [0.287, 0.285, -0.313], [-1.853, 1.064, -1.499], [1.680, -1.281, 0.948], [-0.464, 0.419, -1.613], [-0.761, -0.266, 0.604], [-0.617, -1.329, 1.346], [0.681, 1.190, 0.086], [1.497, -0.689, -0.476], [2.416, -0.187, -1.020], [2.281, -2.180, 0.873], [-2.907, 2.358, 1.394], [-1.879, 2.178, -1.572], [-2.358, 0.605, -2.246], [2.073, -0.548, 1.618], [-2.611, 0.804, 0.106], [0.554, -1.994, 1.375]]}


# 3
{"formula": "C11H12N2O2", "method": "ωB97M-V with the def2-TZVPD basis set", "e_homo_ev": -7.91, "relative_energy_kj_mol": 233.09, "smiles": "N[C@@H](Cc1c[nH]c2ccccc12)C(=O)O", "max_force_ha_per_bohr": 0.1134, "total_charge": 0, "symbols": ["H", "C", "C", "H", "C", "N", "N", "H", "H", "O", "C", "C", "C", "H", "C", "C", "H", "O", "C", "H", "H", "H", "C", "C", "H", "H", "H"], "coordinates": [[0.481, -3.083, -1.335], [-0.357, -1.304, 3.091], [-0.380, -2.679, 2.767], [0.061, 0.814, 2.480], [0.938, -1.021, -1.277], [0.424, -2.183, -0.866], [-1.531, 1.910, -0.401], [-0.706, -3.342, 3.583], [-2.252, 1.296, -0.838], [-1.199, 1.194, -3.140], [-0.052, -0.230, 2.126], [-0.462, 2.015, -2.657], [0.904, 1.424, -0.573], [1.429, -1.051, -2.236], [0.243, -2.027, 0.583], [0.010, -3.021, 1.479], [-0.119, 3.263, -0.883], [0.311, 2.748, -3.419], [-0.342, 2.233, -1.154], [0.450, 3.696, -3.164], [1.868, 1.798, -1.098], [-0.499, -1.055, 4.179], [0.314, -0.701, 0.770], [0.808, -0.083, -0.401], [1.040, 1.826, 0.485], [-1.350, 1.644, 0.580], [-0.034, -4.083, 1.320]]}


# 4
{"formula": "C41H29Cl5F5LaOP2S3", "method": "ωB97M-V with the def2-TZVPD basis set", "e_homo_ev": -2.23, "relative_energy_kj_mol": 53.77, "max_force_ha_per_bohr": 0.0529, "total_charge": -2, "symbols": ["H", "P", "C", "C", "C", "Cl", "Cl", "H", "C", "H", "C", "F", "C", "H", "C", "C", "C", "C", "C", "F", "H", "C", "H", "C", "C", "C", "C", "C", "C", "C", "H", "C", "H", "H", "H", "C", "Cl", "F", "H", "H", "La", "C", "S", "C", "H", "C", "C", "Cl", "C", "C", "S", "H", "C", "H", "C", "O", "H", "H", "C", "H", "H", "F", "H", "P", "H", "C", "S", "F", "C", "C", "H", "H", "C", "C", "H", "C", "Cl", "C", "H", "H", "C", "C", "H", "H", "C", "C", "H"], "coordinates": [[-9.927, 0.958, 11.265], [-12.525, -1.612, 14.698], [-9.267, -4.773, 15.315], [-15.539, 1.215, 13.887], [-14.231, 0.715, 14.025], [-11.296, -7.710, 14.293], [-15.029, -11.596, 13.497], [-11.885, -0.173, 12.168], [-10.242, -0.144, 19.012], [-8.958, 1.224, 20.033], [-11.764, 0.844, 17.434], [-13.641, -8.147, 20.483], [-12.325, -7.807, 20.194], [-10.140, -4.313, 12.739], [-11.068, 0.081, 12.811], [-13.959, -7.343, 14.631], [-14.682, -1.499, 21.088], [-14.600, -10.042, 14.081], [-10.247, 2.241, 18.648], [-10.272, -6.467, 17.529], [-8.081, 0.542, 15.169], [-13.648, -1.929, 20.254], [-14.684, -1.844, 22.099], [-16.657, 0.415, 14.046], [-15.616, -0.386, 19.152], [-8.927, 0.420, 14.474], [-9.977, 0.764, 12.339], [-11.288, 2.106, 17.770], [-12.952, -8.301, 14.358], [-9.141, -4.009, 12.866], [-9.363, -2.720, 14.622], [-11.305, -8.200, 21.090], [-12.575, 0.647, 16.720], [-8.775, -4.561, 16.270], [-9.933, 3.251, 18.949], [-13.569, -1.628, 18.876], [-16.626, -6.735, 14.930], [-11.622, -8.925, 22.169], [-13.377, 1.355, 13.855], [-8.853, -5.767, 14.945], [-11.890, -4.768, 15.882], [-14.557, -0.799, 18.358], [-11.018, -3.472, 18.590], [-12.489, -2.253, 16.230], [-16.459, -0.375, 21.177], [-9.946, -7.920, 20.797], [-8.872, 0.962, 13.194], [-12.013, -10.738, 13.648], [-15.200, -1.513, 14.301], [-13.270, -9.614, 14.085], [-13.276, -6.749, 17.922], [-16.431, 0.211, 18.742], [-14.014, -0.651, 14.239], [-9.988, -0.776, 15.865], [-15.584, -9.153, 14.389], [-13.668, -6.095, 14.793], [-7.019, -2.499, 13.802], [-11.743, 3.014, 17.415], [-7.291, -3.332, 14.421], [-12.836, -2.565, 20.591], [-14.521, -0.570, 17.246], [-8.934, -8.325, 21.581], [-9.846, -1.021, 19.524], [-12.026, -1.936, 17.799], [-6.842, -4.228, 14.015], [-10.660, -6.955, 18.713], [-12.515, -3.126, 13.353], [-8.377, -7.003, 19.325], [-16.458, -0.968, 14.303], [-9.660, -7.264, 19.616], [-7.960, 1.339, 12.800], [-17.302, -1.595, 14.470], [-8.822, -3.667, 14.334], [-15.651, -0.714, 20.560], [-15.695, 2.267, 13.631], [-15.327, -7.834, 14.641], [-17.235, -9.708, 14.474], [-10.034, -0.286, 14.917], [-15.040, -2.575, 14.496], [-6.995, -3.170, 15.461], [-9.702, 1.110, 19.253], [-12.037, -7.127, 18.993], [-17.619, 0.842, 14.043], [-9.008, -3.192, 12.209], [-11.294, -0.277, 18.096], [-11.163, -0.432, 14.097], [-8.529, -4.875, 12.526]]}


# 5
{"formula": "C4H8O2", "method": "ωB97M-V with the def2-TZVPD basis set", "e_homo_ev": -9.18, "relative_energy_kj_mol": 362.81, "max_force_ha_per_bohr": 0.0131, "total_charge": 0, "symbols": ["C", "O", "C", "C", "C", "H", "H", "H", "H", "O", "H", "H", "H", "H"], "coordinates": [[-0.410, -1.963, -0.330], [-2.664, -1.349, -0.939], [-0.604, 0.959, -1.129], [-1.572, -1.055, -0.571], [1.526, 1.528, 0.959], [-0.702, -2.975, -0.613], [0.454, -1.638, -0.916], [-0.666, 2.010, -0.761], [-0.132, -1.942, 0.729], [-1.338, 0.317, -0.250], [2.282, 0.857, 1.370], [1.353, 1.261, -0.088], [0.597, 1.430, 1.528], [1.879, 2.561, 1.012]]}


# 6
{"formula": "C15H30BCl2F4N3S5SeW", "method": "ωB97M-V with the def2-TZVPD basis set", "e_homo_ev": [-13.68, -14.04], "relative_energy_kj_mol": 29.93, "max_force_ha_per_bohr": 0.0093, "total_charge": 2, "spin_multiplicity": 3, "symbols": ["B", "C", "C", "H", "H", "H", "C", "H", "F", "H", "C", "H", "H", "Cl", "F", "H", "Cl", "S", "C", "H", "S", "H", "C", "H", "C", "H", "N", "W", "C", "H", "H", "H", "N", "C", "C", "H", "C", "F", "C", "S", "N", "H", "H", "H", "F", "C", "C", "H", "H", "H", "S", "H", "H", "H", "H", "C", "H", "H", "Se", "H", "S", "H"], "coordinates": [[0.064, -2.663, 3.540], [3.084, -2.345, -1.562], [1.678, -2.987, 0.343], [-0.789, -1.165, -3.724], [0.055, 3.750, 1.574], [2.150, -2.306, 1.050], [0.643, -2.264, -1.769], [2.458, -3.029, -4.164], [1.342, -2.306, 3.437], [0.060, 4.054, -0.846], [-0.901, 3.669, -1.180], [-2.604, 3.016, 2.948], [2.226, -3.930, 0.355], [-4.630, 1.006, 2.780], [-0.379, -3.708, 2.882], [0.184, -1.934, -4.991], [-3.531, -1.716, 2.596], [-1.694, 2.792, 0.201], [-4.844, -0.702, 3.220], [0.647, -3.162, 0.640], [1.602, 0.715, 0.875], [3.161, 2.170, -0.216], [1.620, 1.559, 2.488], [2.064, -4.117, -2.803], [2.083, 2.020, -0.285], [3.075, -1.823, -2.517], [1.735, -2.439, -1.016], [-0.876, 0.277, 0.309], [-1.029, 3.688, 1.627], [-4.840, -0.776, 4.300], [-1.079, 3.318, 3.773], [-0.149, 3.189, -3.147], [-2.842, 0.341, -3.340], [-3.058, 0.197, -2.216], [-0.315, -2.087, -4.035], [1.991, 2.302, -2.430], [1.723, 1.553, -1.683], [-0.421, -1.067, 1.672], [1.654, -3.505, -3.604], [-0.909, -1.815, -1.070], [0.705, -2.522, -3.065], [1.586, 2.949, -0.017], [0.660, -0.015, 3.614], [-1.541, 4.513, -1.436], [-0.719, -1.967, 4.341], [-1.520, 2.934, 2.853], [0.518, 1.038, 3.392], [3.694, -1.783, -0.852], [3.543, -3.327, -1.695], [1.099, -4.154, -4.280], [-0.029, 1.127, -1.978], [1.545, 2.630, 2.316], [2.587, 1.357, 2.947], [0.533, 1.571, 4.344], [-5.775, -1.047, 2.788], [-0.766, 2.744, -2.365], [-1.439, 4.698, 1.602], [-1.077, -2.857, -4.153], [-3.364, 0.065, -0.411], [-1.731, 2.488, -2.809], [-1.190, 1.147, 2.780], [2.272, 0.644, -1.929]]}